--- w ---
Entry from the Open Molecules 2025 dataset: 3 unconnected molecules or ions with the total composition C5H14N3 (the ωB97M-V functional and the def2-TZVPD basis).

Geometry (Å):
C  -1.404  -1.619  1.303
C  -0.874  -0.495  0.444
C  0.008  0.541  1.122
C  -0.154  1.907  0.389
N  1.103  0.508  -2.593
C  1.009  1.429  -1.685
N  -0.099  1.775  -1.077
N  -0.221  -1.037  -0.851
H  -1.972  -1.193  2.107
H  -0.673  -2.274  1.769
H  -2.129  -2.265  0.710
H  -1.779  0.094  0.198
H  -0.173  0.627  2.207
H  1.002  0.150  0.985
H  0.752  2.465  0.712
H  -1.047  2.528  0.610
H  1.895  0.463  -3.203
H  0.430  -0.349  -1.439
H  1.791  1.969  -1.128
H  2.231  -1.497  0.494
H  -0.859  -1.708  -1.211
H  1.162  -2.017  0.136

Values from the calculation:
Net charge: +1
Gap between HOMO and LUMO (eV): 5.05

--- x ---
Entry from the Open Molecules 2025 dataset: a gas-phase ion, C5H14N3 (charge +1) (the ωB97M-V functional and the def2-TZVPD basis).

Geometry (Å):
C  1.842  2.135  1.516
C  0.468  1.627  1.111
N  -0.022  2.814  0.144
C  0.638  0.373  0.312
C  -0.796  -0.498  0.041
N  -0.553  -1.151  -1.177
C  -0.692  -2.378  -1.440
N  -1.029  -3.600  -0.829
H  1.959  2.510  2.536
H  2.223  2.846  0.781
H  2.601  1.318  1.476
H  -0.427  1.585  1.724
H  -0.234  3.743  0.511
H  0.782  3.020  -0.569
H  -0.811  2.369  -0.335
H  1.053  0.655  -0.655
H  1.225  -0.422  0.854
H  -1.617  0.303  -0.180
H  -1.051  -1.037  0.944
H  -0.601  -2.592  -2.549
H  -1.248  -3.571  0.184
H  -1.051  -4.475  -1.307

Values from the calculation:
SMILES: C[C@@H]([NH3+])CC/N=C\N
Net charge: +1
Gap between HOMO and LUMO (eV): 8.81

--- y ---
Entry from the Open Molecules 2025 dataset: a gas-phase ion, C5H14N3 (charge +1) (the ωB97M-V functional and the def2-TZVPD basis).

Geometry (Å):
C  -1.773  -0.145  -1.257
N  -1.241  -0.505  0.051
C  -2.152  0.016  1.081
C  0.200  -0.313  0.326
C  0.960  -1.118  -0.699
N  2.124  -0.888  -1.145
C  0.933  1.042  0.451
N  2.335  0.925  0.843
H  -2.249  0.743  -1.283
H  -0.951  -0.285  -2.083
H  -2.639  -0.832  -1.370
H  -2.407  -0.813  1.915
H  -1.880  0.821  1.677
H  -3.077  0.247  0.556
H  0.403  -0.841  1.264
H  0.371  -2.074  -1.036
H  2.335  -1.403  -2.012
H  2.740  -0.135  -0.820
H  0.690  1.603  -0.489
H  0.297  1.579  1.252
H  2.303  0.464  1.759
H  2.675  1.911  1.019

Values from the calculation:
SMILES: CN(C)[C@@H](C=[NH2+])CN
Net charge: +1
Gap between HOMO and LUMO (eV): 8.18

--- z ---
Entry from the Open Molecules 2025 dataset: a gas-phase ion, C5H14N3 (charge +1) (the ωB97M-V functional and the def2-TZVPD basis).

Geometry (Å):
H  3.567  1.204  0.376
N  2.871  0.470  0.345
C  2.073  0.402  1.305
N  1.062  -0.566  1.345
C  -0.289  -0.229  1.753
C  -1.231  -0.507  0.560
C  -1.211  0.709  -0.380
C  -1.804  0.429  -1.746
N  -0.970  -0.556  -2.502
H  2.086  0.982  2.240
H  1.265  -1.535  1.175
H  -0.375  0.822  1.977
H  -0.566  -0.789  2.638
H  -0.901  -1.465  0.139
H  -2.261  -0.717  0.885
H  -1.878  1.422  0.096
H  -0.179  1.049  -0.472
H  -1.818  1.379  -2.290
H  -2.851  0.147  -1.768
H  -1.382  -0.801  -3.406
H  -0.029  -0.177  -2.613
H  -0.890  -1.422  -1.963

Values from the calculation:
SMILES: [H]/N=C/NCCCC[NH3+]
Net charge: +1
Gap between HOMO and LUMO (eV): 8.47

According to the calculations, the structures order from most to least stable as z, x, y, w.

--- w ---
Entry from the Open Molecules 2025 dataset: a gas-phase ion, C5H14N3 (charge +1) (the ωB97M-V functional and the def2-TZVPD basis).

Geometry (Å):
C  2.151  -0.827  -0.377
N  1.518  0.567  -0.943
C  1.362  1.570  0.138
C  0.241  0.971  1.099
C  -0.757  0.112  0.348
N  -1.752  -0.016  1.218
N  -0.891  -0.491  -0.768
C  -2.248  -1.172  -0.907
H  2.024  -1.062  0.685
H  1.584  -1.620  -0.911
H  3.173  -0.699  -0.759
H  2.190  0.902  -1.670
H  0.982  2.519  -0.448
H  2.290  1.969  0.769
H  0.770  0.570  2.006
H  -0.371  1.736  1.470
H  -1.974  0.360  2.156
H  -2.567  -0.475  1.055
H  -0.100  -0.899  -1.294
H  -2.703  -0.580  -1.699
H  -2.841  -1.213  -0.031
H  -2.078  -2.224  -1.136

Values from the calculation:
SMILES: CNCCC(=[NH2+])NC
Net charge: +1
Gap between HOMO and LUMO (eV): 9.92

--- x ---
Entry from the Open Molecules 2025 dataset: 2 unconnected molecules or ions with the total composition C5H14N3 (the ωB97M-V functional and the def2-TZVPD basis).

Geometry (Å):
C  -2.123  -0.717  0.175
C  -0.611  -0.749  -0.013
C  0.141  -0.102  1.296
C  1.423  -0.918  1.479
N  2.839  -0.091  -1.569
C  2.916  -0.362  -0.271
N  2.086  -1.212  0.274
N  -0.138  -0.199  -1.139
H  -2.494  -1.128  1.103
H  -2.482  0.268  0.040
H  -2.545  -1.305  -0.648
H  -0.129  -1.780  -0.049
H  -0.447  -0.095  2.208
H  0.364  0.892  0.974
H  2.039  -0.314  2.162
H  1.062  -1.826  1.961
H  3.594  0.144  -2.191
H  1.920  -0.172  -1.946
H  3.760  0.085  0.259
H  -4.855  4.690  -1.464
H  -0.917  0.227  -1.669
H  -5.405  4.664  -0.972

Values from the calculation:
Net charge: +1
Gap between HOMO and LUMO (eV): 5.60

--- y ---
Entry from the Open Molecules 2025 dataset: 2 unconnected molecules or ions with the total composition C5H14N3 (the ωB97M-V functional and the def2-TZVPD basis).

Geometry (Å):
C  0.483  -1.145  -1.968
C  0.370  0.371  -1.497
C  -0.918  0.788  -0.826
C  -1.369  -0.224  0.260
N  -0.307  -0.651  1.074
C  0.196  0.241  1.997
N  -0.131  1.472  2.020
N  1.006  -1.968  -0.939
H  1.002  -1.239  -2.919
H  -0.562  -1.356  -2.278
H  0.507  0.743  -2.518
H  1.329  0.608  -1.034
H  -0.677  1.759  -0.400
H  -1.625  0.938  -1.641
H  -1.895  -1.067  -0.193
H  -2.141  0.258  0.877
H  2.235  5.667  2.199
H  0.830  -0.289  2.710
H  0.249  1.983  2.819
H  2.078  5.315  1.596
H  0.456  -1.971  -0.099
H  1.176  -2.933  -1.201

Values from the calculation:
Net charge: +1
Gap between HOMO and LUMO (eV): 4.68

According to the calculations, the structures order from most to least stable as w, x, y.

--- w ---
Entry from the Open Molecules 2025 dataset: 5 unconnected molecules or ions with the total composition C3H9N3O2 (the ωB97M-V functional and the def2-TZVPD basis).

Geometry (Å):
C  2.360  -0.203  -0.287
C  0.813  -1.968  0.426
C  -0.240  0.162  0.041
H  2.699  -1.023  -1.084
H  2.912  -0.274  0.648
H  2.404  0.920  -0.760
H  0.272  -3.011  -0.705
H  -0.167  -1.353  1.519
H  2.530  -2.301  0.609
H  -1.233  -1.165  -0.911
H  -3.313  0.476  -0.945
H  0.347  3.132  0.677
N  0.892  -0.551  -0.164
N  -1.396  -0.708  -0.057
N  -0.499  1.464  -0.156
O  -2.900  -0.321  0.092
O  0.771  2.224  0.221

Values from the calculation:
Gap between HOMO and LUMO (eV): 7.81

--- x ---
Entry from the Open Molecules 2025 dataset: C3H9N3O2 in the gas phase (the ωB97M-V functional and the def2-TZVPD basis).

Geometry (Å):
O  -2.313  1.124  0.298
C  -1.035  0.893  -0.151
N  -1.051  -0.488  -0.628
C  0.163  -0.761  -1.373
N  1.333  -0.166  -0.700
C  1.110  0.121  0.691
O  0.900  -1.100  1.399
N  -0.024  0.994  0.907
H  -2.491  0.150  0.635
H  -0.838  1.557  -1.007
H  -1.094  -1.120  0.170
H  0.259  -1.842  -1.506
H  0.077  -0.287  -2.358
H  2.152  -0.751  -0.807
H  2.016  0.606  1.085
H  0.586  -0.884  2.284
H  0.249  1.954  1.061

Values from the calculation:
SMILES: O[C@@H]1NCN[C@H](O)N1
Gap between HOMO and LUMO (eV): 10.17

According to the calculations, the structures order from most to least stable as x, w.

--- w ---
Entry from the Open Molecules 2025 dataset: 2 unconnected molecules or ions with the total composition C3H9N3O2 (the ωB97M-V functional and the def2-TZVPD basis).

Geometry (Å):
C  -1.587  -0.905  0.616
C  -1.804  -2.122  -0.231
O  -0.681  -0.750  1.398
O  -2.519  0.026  0.414
H  -2.389  0.794  0.990
H  1.033  0.251  1.124
H  0.212  0.142  -0.906
H  -0.857  -2.619  -0.426
H  -2.306  -1.853  -1.157
H  -2.445  -2.809  0.321
C  2.438  1.702  0.805
N  1.090  0.658  -0.814
N  1.455  0.875  0.443
N  1.562  1.452  -1.777
H  1.080  1.234  -2.644
H  2.901  2.286  0.040
H  2.817  1.636  1.803

Values from the calculation:
Gap between HOMO and LUMO (alpha / beta) (eV): 6.70 / 6.22

--- x ---
Entry from the Open Molecules 2025 dataset: 2 unconnected molecules or ions with the total composition C3H9N3O2 (the ωB97M-V functional and the def2-TZVPD basis).

Geometry (Å):
C  -0.143  0.277  2.112
N  0.983  2.076  -0.874
C  0.260  1.326  -0.063
N  0.526  1.236  1.226
H  0.487  -0.642  2.068
H  -1.111  0.004  1.653
H  -0.304  0.691  3.129
H  1.851  2.507  -0.558
H  0.803  2.144  -1.861
H  -0.606  0.820  -0.475
H  1.307  1.765  1.591
N  -0.546  -2.627  -1.773
C  -0.678  -1.430  -1.039
O  0.145  -1.221  -0.092
O  -1.571  -0.639  -1.488
H  -0.076  -3.372  -1.249
H  -1.329  -2.916  -2.307

Values from the calculation:
Gap between HOMO and LUMO (eV): 8.50

According to the calculations, the structures order from most to least stable as x, w.

--- w ---
Entry from the Open Molecules 2025 dataset: C3H9N3O2 in the gas phase (the ωB97M-V functional and the def2-TZVPD basis).

Geometry (Å):
C  -1.506  -0.734  -1.122
C  -0.683  -0.878  0.164
C  0.287  0.293  0.348
N  0.096  1.339  -0.482
N  0.483  0.621  1.824
N  1.706  -0.279  0.099
O  2.536  -0.345  0.964
O  1.934  -0.590  -1.076
H  -0.903  -0.232  -1.917
H  -1.786  -1.657  -1.556
H  -2.440  -0.068  -1.049
H  -0.163  -1.810  0.150
H  -1.446  -0.848  1.081
H  0.726  2.022  -0.232
H  0.341  0.967  -1.422
H  1.147  1.464  1.918
H  -0.327  0.737  2.309

Values from the calculation:
SMILES: CCC(N)(N)[N+](=O)[O-]
Gap between HOMO and LUMO (eV): 10.45

--- x ---
Entry from the Open Molecules 2025 dataset: a molecular structure, C3H9N3O2 (the ωB97M-V functional and the def2-TZVPD basis).

Geometry (Å):
C  -0.801  2.209  -0.208
C  1.227  -0.554  -0.087
C  -2.238  -1.225  0.186
H  -1.802  1.436  -0.536
H  -1.244  2.930  0.548
H  -0.184  2.687  -1.132
H  -0.244  0.851  1.245
H  1.971  1.259  -0.055
H  -0.043  -2.251  -0.458
H  -1.807  -1.519  1.711
H  -2.553  -2.484  -0.297
H  -3.062  -0.179  -0.103
N  0.194  1.523  0.571
N  1.120  0.871  -0.202
N  0.018  -1.296  0.054
O  2.326  -1.083  0.059
O  -1.012  -0.542  -0.464

Values from the calculation:
Gap between HOMO and LUMO (eV): 9.04

According to the calculations, the structures order from most to least stable as w, x.

--- w ---
Entry from the Open Molecules 2025 dataset: 2 unconnected molecules or ions with the total composition C3H5BrO (the ωB97M-V functional and the def2-TZVPD basis).

Geometry (Å):
C  -0.575  1.832  -0.386
C  -0.230  -1.169  0.469
C  0.655  -0.483  -0.596
O  -1.111  1.744  0.644
Br  2.288  0.184  0.155
H  -0.317  2.738  -0.972
H  -0.534  -0.537  1.330
H  0.182  -2.106  0.972
H  -1.171  -1.317  0.014
H  0.812  -0.885  -1.630

Values from the calculation:
Gap between HOMO and LUMO (alpha / beta) (eV): 8.24 / 8.50

--- x ---
Entry from the Open Molecules 2025 dataset: C3H5BrO in the gas phase (the ωB97M-V functional and the def2-TZVPD basis).

Geometry (Å):
O  -1.456  -0.305  0.977
C  -0.146  -0.303  0.457
Br  1.260  -1.016  1.704
C  0.131  -0.531  -1.006
C  0.359  0.823  -0.355
H  -1.373  0.091  1.875
H  -0.721  -0.550  -1.566
H  1.062  -1.097  -1.113
H  1.343  1.254  -0.272
H  -0.458  1.634  -0.700

Values from the calculation:
SMILES: OC1(Br)CC1
Gap between HOMO and LUMO (eV): 10.68

--- y ---
Entry from the Open Molecules 2025 dataset: C3H5BrO in the gas phase (the ωB97M-V functional and the def2-TZVPD basis).

Geometry (Å):
C  0.083  1.486  -0.458
C  -0.348  0.213  -0.421
Br  -2.120  0.113  -1.372
C  0.366  -1.091  0.136
O  0.071  -1.278  1.516
H  -0.485  2.239  -0.953
H  0.952  1.858  0.142
H  -0.125  -2.028  -0.319
H  1.413  -1.115  -0.068
H  0.194  -0.397  1.797

Values from the calculation:
SMILES: C=C(Br)CO
Gap between HOMO and LUMO (eV): 10.47

According to the calculations, the structures order from most to least stable as x, y, w.